Arrangement one

86
Properties=species:S:1:pos:R:3 method="wB97M-V/def2-TZVPD" homo_lumo_gap_ev=7.39 lumo_ev=-0.45 homo_ev=-7.8 spin_multiplicity=1 total_charge=0
C 2.994 3.430 -0.896
C 2.969 1.969 -1.305
C 1.893 1.420 -2.240
O 2.611 0.593 -3.054
C 3.833 0.933 -3.114
O 4.658 0.555 -3.954
O 4.093 1.852 -2.124
H 3.996 3.682 -0.551
H 2.318 3.659 -0.072
H 2.856 4.105 -1.741
H 3.123 1.296 -0.462
H 1.442 2.205 -2.848
H 1.151 0.823 -1.709
C 1.050 0.803 2.011
C 2.158 1.392 0.984
C 2.906 2.561 1.568
O 4.280 2.286 1.343
C 4.437 1.083 0.960
O 5.506 0.521 0.862
O 3.272 0.555 0.736
H 1.391 0.944 3.037
H 0.981 -0.275 1.860
H 0.071 1.256 1.855
H 1.613 1.666 0.080
H 2.785 2.762 2.632
H 2.631 3.407 0.938
C -3.285 2.484 3.160
S -1.667 2.334 4.033
O -1.932 1.579 5.334
C -0.698 1.387 2.769
H -3.974 1.825 3.689
H -3.195 2.087 2.149
H -3.675 3.501 3.171
H -0.675 1.883 1.799
H -1.031 0.352 2.684
H 0.322 1.341 3.149
C -0.890 1.448 -2.421
S -2.083 2.821 -1.978
O -3.343 2.847 -2.822
C -2.588 2.197 -0.289
H -1.505 0.570 -2.621
H -0.204 1.272 -1.593
H -0.131 1.659 -3.174
H -2.742 1.118 -0.329
H -3.412 2.825 0.049
H -1.778 2.224 0.441
C -0.371 -0.518 -1.528
S 0.081 0.245 0.143
O -1.068 1.191 0.588
C -0.078 -1.320 1.139
H 0.085 -1.487 -1.729
H -0.155 0.220 -2.301
H -1.453 -0.629 -1.597
H -1.050 -1.783 0.971
H -0.098 -1.004 2.182
H 0.744 -1.983 0.870
C -0.395 -3.974 2.750
S -2.193 -4.262 2.407
O -3.046 -3.069 2.891
C -2.175 -4.212 0.593
H -0.210 -3.868 3.819
H -0.280 -2.932 2.453
H 0.179 -4.661 2.127
H -1.687 -3.304 0.242
H -3.230 -4.256 0.322
H -1.602 -4.997 0.100
C 0.664 -2.535 -3.339
S 2.484 -2.765 -3.322
O 2.673 -3.683 -4.484
C 2.931 -1.085 -3.909
H 0.314 -2.046 -4.248
H 0.256 -1.914 -2.542
H 0.244 -3.540 -3.297
H 2.444 -0.416 -3.199
H 2.761 -0.802 -4.948
H 4.007 -0.919 -3.874
C -2.606 -0.655 1.557
S -3.111 -1.326 -0.103
O -2.008 -2.072 -0.860
C -4.295 -2.609 0.526
H -3.511 -0.300 2.050
H -1.859 0.138 1.552
H -2.173 -1.470 2.138
H -5.205 -2.047 0.737
H -4.002 -3.245 1.361
H -4.543 -3.347 -0.237

***

Arrangement two

86
Properties=species:S:1:pos:R:3 method="wB97M-V/def2-TZVPD" homo_lumo_gap_ev=7.85 lumo_ev=-0.44 homo_ev=-8.3 spin_multiplicity=1 total_charge=0
C 5.437 1.791 2.494
C 6.663 0.948 2.182
C 6.454 -0.158 1.169
O 7.524 -0.110 0.299
C 8.217 0.990 0.520
O 9.265 1.311 -0.023
O 7.600 1.747 1.416
H 4.876 1.379 3.332
H 4.877 1.922 1.570
H 5.839 2.750 2.824
H 7.192 0.639 3.085
H 5.570 0.062 0.568
H 6.437 -1.137 1.651
C -5.392 3.246 0.420
C -4.316 2.463 1.192
C -4.066 1.041 0.695
O -2.687 0.956 0.436
C -2.145 2.115 0.508
O -0.983 2.281 0.234
O -3.046 3.036 0.936
H -6.392 2.838 0.566
H -5.110 3.346 -0.628
H -5.437 4.276 0.779
H -4.545 2.521 2.256
H -4.674 0.782 -0.172
H -4.356 0.278 1.417
C -1.902 -0.976 4.824
S -2.444 0.761 5.007
O -2.476 1.316 3.609
C -4.179 0.314 5.428
H -2.495 -1.471 4.051
H -2.000 -1.660 5.669
H -0.860 -1.039 4.511
H -4.599 -0.359 4.681
H -4.763 1.234 5.382
H -4.291 -0.104 6.427
C 2.931 1.700 -2.119
S 4.636 1.804 -1.536
O 5.427 1.739 -2.816
C 4.602 3.601 -1.088
H 2.244 1.978 -1.314
H 2.648 0.705 -2.458
H 2.644 2.444 -2.864
H 4.069 3.630 -0.133
H 4.027 4.282 -1.716
H 5.588 4.032 -0.921
C -5.344 -3.508 -1.044
S -3.786 -2.546 -1.201
O -4.201 -1.107 -1.478
C -3.342 -2.482 0.620
H -6.074 -3.029 -0.390
H -5.069 -4.482 -0.639
H -5.879 -3.620 -1.986
H -4.174 -2.041 1.170
H -2.527 -1.763 0.684
H -3.111 -3.445 1.073
C -1.482 0.050 -3.075
S -1.783 0.024 -4.898
O -0.543 -0.621 -5.489
C -3.153 -1.213 -4.927
H -1.244 -0.964 -2.756
H -2.387 0.325 -2.530
H -0.714 0.784 -2.838
H -3.605 -1.219 -5.917
H -3.922 -0.944 -4.201
H -2.724 -2.168 -4.627
C 2.701 -3.042 -2.714
S 1.216 -2.437 -3.557
O 1.360 -2.769 -4.994
C -0.060 -3.523 -2.839
H 2.756 -4.130 -2.712
H 2.663 -2.668 -1.689
H 3.561 -2.585 -3.198
H -0.075 -3.415 -1.755
H 0.007 -4.556 -3.185
H -1.001 -3.183 -3.274
C 0.505 -0.537 0.110
S 1.908 -0.534 1.292
O 3.033 0.165 0.574
C 1.158 0.708 2.430
H 0.563 -1.366 -0.597
H 0.631 0.342 -0.521
H -0.454 -0.562 0.623
H 0.257 0.282 2.874
H 0.894 1.658 1.966
H 1.834 0.877 3.268

***

Stability ranking, top entry: arrangement two; the second entry is 3525.8 kJ/mol less favorable.

***

Arrangement one

14
Properties=species:S:1:pos:R:3 method="wB97M-V/def2-TZVPD" homo_lumo_gap_ev=9.66 lumo_ev=-0.24 homo_ev=-9.9 spin_multiplicity=1 total_charge=0
C -0.512 0.346 -0.849
C 0.418 -1.174 0.822
C 1.182 -0.126 1.630
H -2.568 1.490 -1.856
H -0.653 -0.134 -2.875
H -0.484 -1.548 1.466
H 1.419 -1.912 0.695
H 2.213 0.203 1.365
H 0.600 0.796 1.614
N -0.784 0.553 -2.158
O -1.387 1.660 -2.617
O -1.049 1.115 0.019
O 0.209 -0.737 -0.526
Cl 1.395 -0.532 3.269

***

Arrangement two

14
Properties=species:S:1:pos:R:3 method="wB97M-V/def2-TZVPD" homo_lumo_gap_ev=9.88 lumo_ev=-1.29 homo_ev=-11.2 smiles="CCC(=O)[N+](=O)[O-].Cl" spin_multiplicity=1 total_charge=0
C -1.467 0.900 -0.612
C -1.107 -0.282 0.303
C 0.300 -0.652 0.196
O 0.869 -0.712 -0.846
N 1.016 -0.819 1.588
O 0.411 -1.053 2.615
O 2.274 -0.662 1.539
H -0.992 0.753 -1.505
H -2.525 0.891 -0.824
H -1.162 1.868 -0.190
H -1.358 -0.053 1.394
H -1.625 -1.240 0.025
Cl 2.906 1.040 -1.836
H 2.460 0.022 -1.846

***

Stability ranking, top entry: arrangement two; the second entry is 53.5 kJ/mol less favorable.

***

Arrangement one

21
Properties=species:S:1:pos:R:3 method="wB97M-V/def2-TZVPD" homo_lumo_gap_ev="8.72 / 2.96" lumo_ev="2.07 / -3.64" homo_ev="-6.6 / -6.6" s2=0.753 spin_multiplicity=2 total_charge=-2
Cu -17.502 -10.356 -4.657
B -17.611 -14.091 -4.415
F -16.314 -14.516 -4.578
F -18.437 -15.195 -4.144
F -17.677 -13.298 -3.330
F -17.961 -13.392 -5.528
B -16.075 -9.451 -8.181
F -15.560 -8.342 -8.770
F -17.263 -9.119 -7.614
F -16.325 -10.510 -8.978
F -15.256 -9.869 -7.139
B -21.267 -9.413 -3.583
F -20.359 -9.611 -2.642
F -21.121 -8.100 -4.039
F -20.872 -10.292 -4.527
F -22.591 -9.604 -3.099
B -15.841 -7.511 -2.433
F -15.749 -8.892 -2.428
F -16.600 -7.155 -1.275
F -14.592 -6.971 -2.399
F -16.597 -7.337 -3.578

***

Arrangement two

21
Properties=species:S:1:pos:R:3 method="wB97M-V/def2-TZVPD" homo_lumo_gap_ev="12.04 / 9.58" lumo_ev="5.57 / 3.11" homo_ev="-6.5 / -6.5" s2=0.751 spin_multiplicity=2 total_charge=-2
Cu -0.152 0.072 -0.105
B -1.724 1.584 -1.467
F -1.701 0.144 -1.647
F -2.568 2.170 -2.390
F -2.109 1.843 -0.152
F -0.384 1.975 -1.619
B 2.213 1.310 1.038
F 2.869 2.216 0.208
F 0.796 1.613 1.032
F 2.297 -0.001 0.527
F 2.688 1.386 2.340
B 0.945 -1.817 -1.728
F 0.101 -2.102 -0.618
F 0.983 -0.340 -1.750
F 2.220 -2.274 -1.500
F 0.351 -2.240 -2.906
B -1.381 -1.120 2.188
F -1.863 -0.586 0.942
F -1.740 -2.464 2.283
F 0.026 -0.960 2.055
F -1.868 -0.408 3.271

***

Stability ranking, top entry: arrangement two; the second entry is 680.5 kJ/mol less favorable.

***

Arrangement one

16
Properties=species:S:1:pos:R:3 method="wB97M-V/def2-TZVPD" homo_lumo_gap_ev=9.13 lumo_ev=0.13 homo_ev=-9.0 smiles=CSS.NCN spin_multiplicity=1 total_charge=0
C 3.171 1.523 0.299
S 1.546 1.195 -0.212
S 0.874 -0.156 1.304
H 3.953 0.800 0.173
H 3.413 2.533 -0.033
H 3.327 1.403 1.452
H -0.292 0.605 1.720
N -3.122 -1.679 -2.012
C -2.544 -0.693 -1.002
N -2.222 -1.315 0.286
H -4.068 -1.631 -1.729
H -2.853 -2.604 -1.606
H -3.110 0.295 -1.035
H -1.660 -0.313 -1.447
H -2.617 -0.605 1.007
H -1.166 -1.132 0.331

***

Arrangement two

16
Properties=species:S:1:pos:R:3 method="wB97M-V/def2-TZVPD" homo_lumo_gap_ev=8.25 lumo_ev=0.48 homo_ev=-7.8 smiles=CSS.NCN spin_multiplicity=1 total_charge=0
C 0.804 -2.159 1.560
S 0.445 -2.192 -0.284
S -1.682 -1.898 -0.250
H 1.702 -2.835 1.618
H 0.909 -1.121 1.912
H -0.045 -2.727 2.183
H -1.631 -2.167 1.083
N -1.141 0.954 -0.494
C 0.034 1.393 -1.411
N 0.740 2.560 -0.891
H -1.851 1.651 -0.242
H -0.656 0.879 0.463
H -0.506 1.669 -2.359
H 0.592 0.440 -1.611
H 1.693 2.683 -1.314
H 0.593 2.868 0.037

***

Arrangement three

16
Properties=species:S:1:pos:R:3 method="wB97M-V/def2-TZVPD" homo_lumo_gap_ev=8.51 lumo_ev=0.07 homo_ev=-8.4 smiles=CSS.NCN spin_multiplicity=1 total_charge=0
C 2.369 0.663 -0.683
S 1.373 1.977 -0.028
S 0.065 0.739 1.202
H 3.448 0.810 -0.507
H 2.444 -0.343 -0.316
H 2.012 0.688 -1.816
H -0.461 1.636 1.962
N -1.821 -2.587 -1.651
C -1.394 -1.503 -0.652
N -1.958 -1.672 0.690
H -2.552 -3.232 -1.358
H -1.993 -2.012 -2.554
H -1.635 -0.549 -1.033
H -0.285 -1.675 -0.642
H -1.146 -1.312 1.297
H -2.239 -2.625 0.928

***

Stability ranking, top entry: arrangement one; the second entry is 13.9 kJ/mol less favorable.